A 2-piece molecular cluster, C5H5ClFN2 overall. Source: the Open Molecules 2025 dataset; level of theory: ωB97M-V with the def2-TZVPD basis set.

Computed properties:
* 2S+1: 1
* molar mass: 147.6 g/mol
* E_LUMO: 3.1 eV
* HOMO-LUMO gap: 0.2702 hartree
* net charge: -1
* maximum force: 4.99 eV/Å

Last column: Mulliken charge in e.
Atoms and positions in Å:
C: 0.6220 0.5517 -0.5411  0.2102
H: -0.2403 0.4049 1.3897  0.2873
Cl: 0.8133 3.6229 0.4259  -0.8548
C: -0.4611 -0.0103 0.3808  0.8406
H: 0.3835 1.4221 -1.3925  0.2679
C: 1.9627 0.1905 -0.0934  -0.0450
N: 3.0169 -0.2205 0.1443  -0.4944
C: -0.4909 -1.5397 0.4709  -1.3351
H: -0.6403 -1.9917 -0.5187  0.3062
H: 0.4558 -1.8999 0.8939  0.3964
H: -1.3058 -1.8570 1.1342  0.3886
C: -1.7697 0.5081 -0.0130  -0.0758
N: -2.8289 0.8854 -0.2766  -0.4910
F: 0.4828 -0.0666 -2.0045  -0.4013


One molecule with the formula C20H21FN4O3. Source: the Open Molecules 2025 dataset; level of theory: ωB97M-V with the def2-TZVPD basis set.

Computed properties:
* 2S+1: 1
* molar mass: 384.4 g/mol
* E_LUMO: 0.6 eV
* structure (SMILES): COc1cc([C@@H]2CC(=O)N[C@@H](CC(=O)N3CCc4c(F)cccc43)N2)ccn1
* HOMO-LUMO gap: 0.3424 hartree
* net charge: 0
* maximum force: 5.44 eV/Å

Last column: Mulliken charge in e.
Atoms and positions in Å:
O: -2.4003 0.0391 1.0550  -0.6771
O: 0.6018 -2.3831 -2.9565  -0.5603
F: -5.7644 -1.6181 -2.9332  -0.3460
N: 4.2376 2.0250 3.9129  -0.5762
O: 3.9703 -0.1132 4.8555  -0.3748
C: -1.1838 -0.0621 1.0166  0.1929
C: 0.0734 -1.3342 -3.0781  0.2570
C: 3.8648 2.9154 2.9653  -0.4604
C: 3.6432 0.8274 3.9163  -0.0249
C: -3.7689 1.0325 -1.6911  -0.3061
C: -4.9390 0.3582 -2.0022  -1.3495
C: -2.4754 0.6855 -2.1773  -0.7860
C: 2.7986 2.6484 2.0652  -0.5240
C: 2.6386 0.4554 3.0092  -0.1913
C: -4.7045 -0.7693 -2.7520  0.6833
C: -2.2907 -0.4870 -2.8753  0.3438
C: -3.4617 -1.2219 -3.1629  0.6183
C: 2.2107 1.3298 2.0206  0.3352
N: -1.2287 -1.2661 -3.4861  0.0645
N: -0.6715 -0.9140 -0.0257  -0.1480
N: 1.6096 -0.1628 0.3477  -0.1589
C: 4.5819 0.4340 6.0588  -0.7656
C: -0.1735 0.5830 1.9180  -0.6146
C: 0.6898 -0.4297 -1.9632  -0.4283
C: -3.2897 -2.1232 -4.3602  -0.7256
C: -1.7976 -2.4402 -4.2691  -0.6893
C: 1.1124 0.9755 1.1073  0.3077
C: 0.7235 -0.9321 -0.5973  -0.3136
H: 4.3171 3.9270 2.9376  0.3557
H: -3.7789 1.7500 -0.9631  0.4793
H: -5.8087 0.7332 -1.6307  0.5293
H: -1.5926 1.2353 -1.8398  0.3325
H: 2.3452 3.3857 1.3571  0.3245
H: 2.0639 -0.4109 3.2302  0.4852
H: -1.4595 -1.2909 -0.6087  0.3122
H: 2.6374 -0.2162 0.1501  0.3506
H: 5.6892 0.4593 6.0533  0.2801
H: 4.2686 1.4750 6.3650  0.3214
H: 4.2087 -0.0927 6.8980  0.3406
H: 0.0186 -0.0460 2.8055  0.3396
H: -0.5638 1.5205 2.3449  0.3758
H: 1.7582 -0.3203 -2.2281  0.3629
H: 0.1645 0.5299 -1.8854  0.1724
H: -3.5746 -1.6975 -5.3199  0.3737
H: -3.9230 -3.0843 -4.2885  0.2954
H: -1.7731 -3.3832 -3.7384  0.3525
H: -1.4716 -2.4088 -5.3412  0.2726
H: 0.8780 1.8872 0.5123  0.2238
H: 0.9898 -2.0046 -0.7283  0.3374


A 2-piece molecular cluster, C2H3ClO2P overall. Source: the Open Molecules 2025 dataset; level of theory: ωB97M-V with the def2-TZVPD basis set.

Computed properties:
* 2S+1: 1
* molar mass: 125.5 g/mol
* E_LUMO (spin up / spin down): 3.6 / 3.6 eV
* HOMO-LUMO gap (spin up / spin down): 0.2347 / 0.3176 hartree
* net charge: -1
* maximum force: 2.90 eV/Å

Last column: Mulliken charge in e.
Atoms and positions in Å:
C: -0.8751 1.4581 0.8682  -0.3053
C: -0.1485 1.5719 -0.2462  -0.4738
O: 2.1551 -2.1301 -1.2627  -0.5754
O: -0.3920 -1.8331 -1.5323  -0.5007
P: 0.8236 -1.6771 -0.7703  0.4909
Cl: 0.5923 -2.3647 1.1728  -0.3128
H: -1.4862 2.2525 1.3015  0.2495
H: -0.8013 0.4974 1.4943  0.1282
H: 0.1321 2.2251 -1.0253  0.2992


C18H16BrF8N7O2PV as an isolated structure. Source: the Open Molecules 2025 dataset; level of theory: ωB97M-V with the def2-TZVPD basis set.

Computed properties:
* 2S+1: 2
* molar mass: 676.2 g/mol
* E_LUMO (spin up / spin down): -5.6 / -4.8 eV
* HOMO-LUMO gap (spin up / spin down): 0.2312 / 0.2588 hartree
* net charge: +1
* maximum force: 0.52 eV/Å

Last column: Mulliken charge in e.
Atoms and positions in Å:
V: -0.6036 -1.2814 0.9103  1.1659
O: 3.6269 3.1623 -0.4697  -0.5123
C: 2.7252 2.2583 -0.1027  0.9006
C: 2.9592 0.8860 -0.0494  -0.8843
C: 1.9279 0.0645 0.3189  -0.6000
N: 0.6764 0.4728 0.6315  0.4639
C: 0.5076 1.8055 0.6655  0.0231
Br: -1.0628 2.5966 1.3591  0.0275
C: 1.4705 2.7157 0.2898  -0.6863
H: 4.4728 2.7552 -0.6980  0.3232
H: 3.9223 0.4537 -0.2846  0.3720
H: 2.1161 -0.9900 0.3848  0.6827
H: 1.2681 3.7750 0.3325  0.5370
C: -2.1557 0.7003 -1.7076  -1.1400
C: -2.7802 0.5141 -0.3714  1.0641
N: -2.2829 -0.1466 0.6742  0.0438
C: -3.1818 -0.0058 1.7195  -0.9260
C: -4.2146 0.7541 1.3037  -0.7362
N: -3.9497 1.0697 -0.0153  0.2949
C: -4.8360 1.8893 -0.8433  -1.4378
N: -5.0353 3.1727 -0.2610  0.7058
N: -6.0030 3.3379 0.6838  -0.5578
N: -5.9172 4.5037 1.1749  -0.5113
C: -4.8606 5.1645 0.5783  0.2398
C: -4.3677 6.4567 0.7745  -0.7281
C: -3.2819 6.8318 0.0185  -0.5698
C: -2.6969 5.9542 -0.9170  -0.6695
C: -3.1728 4.6783 -1.1211  -0.5243
C: -4.2729 4.3039 -0.3477  1.3222
H: -1.1783 0.2378 -1.7415  -0.0847
H: -2.0365 1.7651 -1.9183  0.0498
H: -2.7644 0.2575 -2.4967  0.5368
H: -3.0099 -0.4638 2.6782  0.5970
H: -5.1112 1.0981 1.7914  0.5728
H: -5.8014 1.3942 -0.9272  0.2091
H: -4.3924 1.9941 -1.8299  0.6771
H: -4.8323 7.1225 1.4881  0.4473
H: -2.8647 7.8228 0.1309  0.4032
H: -1.8517 6.3015 -1.4965  0.4284
H: -2.7222 4.0202 -1.8529  0.2699
F: -0.8157 -1.2535 3.7997  -0.2500
C: -0.0639 -0.6441 2.8581  0.2705
F: 1.2164 -1.0631 2.9988  -0.2393
H: -0.1254 0.4343 3.0187  0.3340
F: -0.0427 -1.4645 -1.0544  -0.4625
P: 0.7837 -3.0706 -1.1441  1.4551
F: 1.4892 -4.4327 -0.9359  -0.2878
F: -0.6580 -3.6649 -0.8106  -0.3698
F: 0.5155 -3.1111 -2.6762  -0.3042
F: 0.9215 -2.6753 0.5725  -0.4055
F: 2.1371 -2.2813 -1.3366  -0.3242
O: -3.0943 -4.4684 1.6364  -0.3774
C: -2.3880 -3.5624 1.5776  0.6942
N: -1.6434 -2.6017 1.5154  -0.5226


C3H7O2Y as an isolated structure. Source: the Open Molecules 2025 dataset; level of theory: ωB97M-V with the def2-TZVPD basis set.

Computed properties:
* 2S+1: 1
* molar mass: 164.0 g/mol
* E_LUMO: -10.7 eV
* HOMO-LUMO gap: 0.2930 hartree
* net charge: +2
* maximum force: 5.57 eV/Å

Last column: Mulliken charge in e.
Atoms and positions in Å:
O: 2.0056 0.9239 -0.7267  -0.6141
C: 1.7900 -0.1125 0.1242  -0.2327
C: 0.3536 -0.5012 0.4497  -0.4385
O: -0.5243 0.2623 -0.3864  -0.3321
C: -1.9054 -0.0658 -0.2685  -0.6270
Y: 0.4695 2.1893 -0.9495  1.9067
H: 2.1650 -0.9661 -0.4756  0.3520
H: 0.1257 -0.2780 1.5048  0.3709
H: 0.1825 -1.5735 0.2720  0.3885
H: -2.1028 -0.5563 0.6943  0.3434
H: -2.4724 0.8683 -0.3325  0.2985
H: -2.1822 -0.7243 -1.1017  0.2882
H: 2.0952 0.5339 1.1960  0.2963


C21H24IrN2O3SSi as an isolated structure. Source: the Open Molecules 2025 dataset; level of theory: ωB97M-V with the def2-TZVPD basis set.

Computed properties:
* 2S+1: 5
* molar mass: 604.8 g/mol
* E_LUMO (spin up / spin down): -2.8 / -5.6 eV
* HOMO-LUMO gap (spin up / spin down): 0.3296 / 0.2243 hartree
* net charge: +1
* maximum force: 1.82 eV/Å

Last column: Mulliken charge in e.
Atoms and positions in Å:
Ir: -0.2772 0.0501 0.1101  1.4858
O: 1.8701 -0.1238 0.1688  -0.5889
N: 2.4178 -0.0537 1.3214  -0.1620
N: 1.6318 -0.1336 2.3127  0.9214
O: 0.3324 -0.3072 2.1792  -0.9411
C: 2.1656 -0.0572 3.6426  0.3904
C: 3.5361 0.0700 3.8438  -0.3117
C: 4.0152 0.1427 5.1387  -0.5429
C: 3.1413 0.0904 6.2162  -0.4760
C: 1.7786 -0.0502 6.0014  -0.5203
C: 1.2812 -0.1221 4.7117  -0.4146
H: 4.2003 0.1096 2.9933  0.4535
H: 5.0793 0.2287 5.3093  0.3912
H: 3.5176 0.1668 7.2274  0.3948
H: 1.0935 -0.1172 6.8350  0.3798
H: 0.2240 -0.2216 4.5220  0.4250
C: -3.2342 0.9000 1.1654  -0.9569
Si: -2.6370 -0.2509 -0.2394  0.3994
C: -3.2568 -1.9975 0.1456  -1.0348
C: -3.3304 0.4089 -1.8722  -1.0393
H: -4.3269 0.8644 1.1639  0.3834
H: -2.9223 1.9347 1.0209  0.2065
H: -2.8806 0.5700 2.1426  0.3390
H: -4.3489 -1.9667 0.1709  0.3228
H: -2.9046 -2.3281 1.1230  0.3085
H: -2.9565 -2.7328 -0.6004  0.3422
H: -4.4212 0.3932 -1.8087  0.3482
H: -3.0355 -0.1914 -2.7328  0.3418
H: -3.0184 1.4395 -2.0469  0.2866
O: -0.0670 2.2906 0.0143  -0.5684
S: 1.1863 3.1100 0.3089  0.1032
C: 0.5210 4.7344 0.7085  0.7941
C: -0.8379 4.9676 0.6061  -0.2533
C: -1.3263 6.2201 0.9500  -0.6445
C: -0.4574 7.2062 1.3944  -0.4974
C: 0.9041 6.9531 1.4975  -0.6084
C: 1.4022 5.7058 1.1578  -0.5608
C: 1.8856 3.4923 -1.2985  0.4992
C: 1.0669 3.5502 -2.4134  -0.3395
C: 1.6378 3.8375 -3.6425  -0.6810
C: 3.0059 4.0603 -3.7392  -0.4400
C: 3.8142 3.9922 -2.6136  -0.6500
C: 3.2535 3.6998 -1.3794  -0.1706
H: -1.4955 4.1810 0.2622  0.2660
H: -2.3864 6.4192 0.8717  0.4177
H: -0.8444 8.1783 1.6689  0.3961
H: 1.5815 7.7199 1.8473  0.4055
H: 2.4611 5.4864 1.2307  0.3696
H: 0.0045 3.3654 -2.3146  0.3978
H: 1.0129 3.8874 -4.5237  0.4056
H: 3.4446 4.2812 -4.7031  0.4000
H: 4.8801 4.1546 -2.6947  0.3977
H: 3.8680 3.6265 -0.4898  0.4297


Q: Which of these has the lowest molar mass?
A: C2H3ClO2P